a.
Formula: C3H9N2O
Source: the OMol25 dataset
Level of theory: the ωB97M-V functional and the def2-TZVPD basis

ORCA input file:
```
! RIJCOSX wB97M-V def2-TZVPD def2/J DEFGRID3
* xyz 1 1
C 1.79571 0.66707 -0.60774
C 1.17636 -0.67177 -0.64672
C -1.16094 0.15916 0.86230
N -1.43686 -1.03778 0.84646
N -1.60647 1.10206 -0.04809
O 1.38872 0.00742 0.55814
H 2.85661 0.89892 -0.74163
H 1.24118 1.67696 -0.80720
H 2.01786 -1.45641 -0.80441
H 0.20587 -0.93038 -1.03171
H -1.11149 -1.45416 1.72408
H -2.07911 -1.58750 0.33505
H -0.95967 1.83646 -0.32026
H -2.06668 0.55038 -0.77947
H -0.26109 0.23957 1.46120
*
```

Computed properties:
LUMO energy = -3.9 eV
orbital gap = 10.9 eV

b.
Formula: C3H9N2O
Source: the OMol25 dataset
Level of theory: the ωB97M-V functional and the def2-TZVPD basis

ORCA input file:
```
! RIJCOSX wB97M-V def2-TZVPD def2/J DEFGRID3
* xyz 1 1
C -0.92346 -0.14142 -0.53124
C 0.74636 1.27001 0.48013
C 1.08973 -1.02621 0.45257
N 4.51013 -0.65523 -0.61889
N 0.10620 -0.02414 0.50760
O 3.89518 0.04998 0.01938
H -1.05334 -1.16344 -0.85521
H -1.87013 0.28285 -0.31947
H -0.55959 0.27912 -1.40499
H 0.19823 2.23089 0.70003
H 1.48734 1.23207 1.38850
H 1.16154 1.31226 -0.48435
H 1.54798 -0.95966 -0.54280
H 0.84015 -1.86415 1.10160
H -0.27135 -0.11728 1.41889
*
```

Computed properties:
LUMO energy (spin up / spin down) = -3.4 / -5.5 eV
orbital gap (spin up / spin down) = 11.5 / 6.2 eV

c.
Formula: C3H9N2O
Source: the OMol25 dataset
Level of theory: the ωB97M-V functional and the def2-TZVPD basis

ORCA input file:
```
! RIJCOSX wB97M-V def2-TZVPD def2/J DEFGRID3
* xyz 1 1
C 2.59670 -0.16574 -0.11910
N 1.39803 0.21452 0.04898
O 0.97683 1.42783 -0.14697
C 0.28954 -0.70607 0.52383
C -1.09979 -0.22052 -0.29376
N -1.55493 1.02868 0.25487
H 3.37751 0.54350 -0.63387
H 2.73262 -1.25839 -0.11555
H 0.08598 -0.31830 1.50420
H 0.53565 -1.74269 0.62021
H -1.85717 -0.90128 -0.25105
H -0.88904 0.01768 -1.32091
H -2.11182 1.63480 -0.44642
H -0.50221 1.62597 0.19122
H -1.93193 0.96685 1.21914
*
```

Computed properties:
LUMO energy = -3.4 eV
structure (SMILES) = C=[N+]([O-])CC[NH3+]
orbital gap = 10.7 eV

d.
Formula: C3H9N2O
Source: the OMol25 dataset
Level of theory: the ωB97M-V functional and the def2-TZVPD basis

ORCA input file:
```
! RIJCOSX wB97M-V def2-TZVPD def2/J DEFGRID3
* xyz 1 1
C -2.98359 0.57572 -0.06147
C 0.93726 -0.82705 -0.68009
C 1.41131 0.93676 0.95231
N -2.44762 -0.25368 0.73939
N 0.95255 0.60706 -0.37272
O -3.47778 1.25064 -0.80980
H 1.47798 1.14819 -1.16638
H 1.89218 -1.45808 -0.71438
H 0.44306 -1.55074 0.00456
H 0.46256 -0.97304 -1.71042
H 2.01037 1.84810 0.80923
H 0.52861 1.22536 1.58789
H 1.86740 0.03017 1.34321
H -1.37203 -0.36397 0.71296
H -2.97273 -1.09897 1.20304
*
```

Computed properties:
LUMO energy = -5.5 eV
orbital gap = 6.8 eV

Bottom line: a, by a margin of 19.8 kJ/mol.

a.
Formula: C3H9N2O
Source: the OMol25 dataset
Level of theory: the ωB97M-V functional and the def2-TZVPD basis

ORCA input file:
```
! RIJCOSX wB97M-V def2-TZVPD def2/J DEFGRID3
* xyz 1 1
C -0.07197 -2.08725 -1.02648
N -0.00007 -1.20591 -0.11383
C 0.23062 0.12957 -0.71179
O 1.58300 0.52847 -0.55893
C -0.56821 1.09749 0.15180
N -0.08831 0.85028 1.57402
H -0.43780 -3.17914 -0.73251
H -0.02763 -1.99073 -2.15023
H -0.32323 0.24436 -1.64924
H 2.14386 0.34391 -1.25002
H -0.25166 2.12094 0.05958
H -1.62832 1.07807 0.24664
H 0.87124 1.14230 1.72930
H 0.04665 -0.17451 1.41945
H -0.74717 1.24005 2.19767
*
```

Computed properties:
LUMO energy = -3.1 eV
structure (SMILES) = C=N[C@H](O)C[NH3+]
orbital gap = 11.7 eV

b.
Formula: C3H9N2O
Source: the OMol25 dataset
Level of theory: the ωB97M-V functional and the def2-TZVPD basis

ORCA input file:
```
! RIJCOSX wB97M-V def2-TZVPD def2/J DEFGRID3
* xyz 1 1
C -1.50835 0.98333 -0.88242
N -0.10879 1.18031 -0.35197
C 0.70638 -0.11232 -0.27920
C 0.12689 -1.06182 0.80495
N 1.12727 -1.72706 1.48156
O -0.99600 -0.95242 1.20891
H -1.41332 0.56458 -1.88884
H -1.94013 0.18362 -0.29653
H -2.01893 1.93429 -0.92279
H -0.14010 1.68748 0.53800
H 0.46758 1.81307 -0.91833
H 0.85185 -0.44552 -1.30420
H 1.67628 0.24908 0.07613
H 1.13134 -2.71720 1.66874
H 2.03803 -1.57943 1.06599
*
```

Computed properties:
LUMO energy = -3.6 eV
structure (SMILES) = C[NH2+]CC(N)=O
orbital gap = 11.2 eV

Bottom line: b, by a margin of 133.4 kJ/mol.

a.
Formula: C3H9N2O
Source: the OMol25 dataset
Level of theory: the ωB97M-V functional and the def2-TZVPD basis

ORCA input file:
```
! RIJCOSX wB97M-V def2-TZVPD def2/J DEFGRID3
* xyz 1 1
O 1.17992 -0.08141 1.51367
C 0.10173 -0.72306 1.24205
N 0.20694 -2.20421 1.16786
C -0.19729 -0.28092 -0.27542
N -0.24987 1.20587 -0.30850
C -0.25632 1.85018 -1.62186
H 1.16777 -2.40422 1.43803
H -0.40501 -2.67548 1.83409
H -1.15762 -0.78281 -0.52775
H 0.53546 -0.68362 -1.04074
H 0.40387 1.27638 0.49849
H -0.72648 -0.42118 1.92164
H 0.19610 2.84338 -1.58190
H 0.42882 1.20313 -2.18344
H -1.22801 1.87798 -2.07620
*
```

Computed properties:
LUMO energy = -9.3 eV
orbital gap = 5.0 eV

b.
Formula: C3H9N2O
Source: the OMol25 dataset
Level of theory: the ωB97M-V functional and the def2-TZVPD basis

ORCA input file:
```
! RIJCOSX wB97M-V def2-TZVPD def2/J DEFGRID3
* xyz 1 1
C -0.10734 -0.92188 1.75418
C -1.01029 -0.68678 0.82558
C 0.70177 1.26422 -0.98635
N -1.01797 -1.37727 -0.45312
N 1.66388 2.13334 -1.21869
O 0.54340 0.23321 -1.63944
H -0.11507 -0.38204 2.68264
H 0.67310 -1.65474 1.63227
H -1.80311 0.03701 0.94018
H 0.03506 1.53098 -0.15483
H -0.56851 -2.29602 -0.38532
H -0.38853 -0.73804 -1.13213
H 2.31569 1.96339 -1.97437
H 1.76566 2.97897 -0.68206
H -1.96010 -1.47971 -0.83650
*
```

Computed properties:
LUMO energy = -2.9 eV
orbital gap = 11.8 eV

c.
Formula: C3H9N2O
Source: the OMol25 dataset
Level of theory: the ωB97M-V functional and the def2-TZVPD basis

ORCA input file:
```
! RIJCOSX wB97M-V def2-TZVPD def2/J DEFGRID3
* xyz 1 1
N -1.56780 -0.66941 1.10368
C -0.86565 0.16221 0.17306
C -0.23141 -0.78929 -1.64753
C 0.48143 0.41251 0.55453
N 1.25589 1.52678 0.34042
O 1.17021 -0.63283 1.04323
H -1.27772 -0.38490 2.04936
H -2.57724 -0.53383 0.98052
H 1.97899 -0.89656 0.52862
H -1.60158 0.91380 -0.30975
H 0.81133 -1.16135 -1.68292
H -0.87522 -1.50896 -1.27178
H -0.36137 0.15705 -2.08715
H 2.14160 1.53972 0.83921
H 1.51854 1.86506 -0.61349
*
```

Computed properties:
LUMO energy = -5.5 eV
orbital gap = 7.9 eV

Bottom line: b, by a margin of 365.0 kJ/mol.

a.
Formula: C5H10N4
Source: the OMol25 dataset
Level of theory: the ωB97M-V functional and the def2-TZVPD basis

ORCA input file:
```
! RIJCOSX wB97M-V def2-TZVPD def2/J DEFGRID3
* xyz 0 1
H 1.28702 3.25477 1.54830
N 0.41391 2.71950 1.60448
C 0.70118 1.46146 1.58770
N -0.28999 0.45768 1.70273
N 0.08108 -0.81127 1.32436
C 0.19015 -1.21884 -0.10438
C 1.32786 -0.70599 -0.90740
C 2.03201 -0.38143 -1.79661
C -1.08043 -1.07502 -0.93577
N -1.66324 0.34063 -0.87330
H 1.74159 1.02051 1.73821
H -1.11157 0.75841 1.15460
H -0.39968 -1.49300 1.86328
H 0.29454 -2.29689 -0.05995
H 2.85021 -0.15743 -2.49263
H -1.92056 -1.65278 -0.54009
H -0.86034 -1.44188 -1.93270
H -2.52251 0.27983 -1.44260
H -1.07121 0.94175 -1.43822
*
```

Computed properties:
LUMO energy = 0.8 eV
structure (SMILES) = [H]/N=C/NN[C@H](C#C)CN
orbital gap = 9.6 eV

b.
Formula: C5H10N4
Source: the OMol25 dataset
Level of theory: the ωB97M-V functional and the def2-TZVPD basis

ORCA input file:
```
! RIJCOSX wB97M-V def2-TZVPD def2/J DEFGRID3
* xyz 0 1
C -2.35094 -0.86987 -0.27351
N -1.12296 -1.82248 0.17678
C -0.01382 -1.19083 0.02656
C 1.24657 -1.79477 0.21633
C 2.31757 -0.91281 -0.00654
N 1.78837 0.34310 -0.36883
N 0.41328 0.06565 -0.66812
N -0.50585 1.10842 -0.48136
C -0.19829 1.83580 0.69166
H -3.38503 -1.47603 -0.14665
H -2.11271 -0.50543 -1.31852
H -2.20906 0.15181 0.47835
H 1.20667 -2.81515 0.60243
H 3.33994 -1.09916 0.40830
H 2.37823 0.84337 -1.22036
H -0.49939 1.69140 -1.27173
H 0.98008 1.91545 0.71490
H -0.51840 3.03919 0.73530
H -0.75427 1.49236 1.70501
*
```

Computed properties:
LUMO energy = 0.7 eV
structure (SMILES) = C/N=c1/cc[nH]n1NC
orbital gap = 8.6 eV

c.
Formula: C5H10N4
Source: the OMol25 dataset
Level of theory: the ωB97M-V functional and the def2-TZVPD basis

ORCA input file:
```
! RIJCOSX wB97M-V def2-TZVPD def2/J DEFGRID3
* xyz 0 1
C -0.92583 -1.65653 -2.13379
C -0.32337 -0.29001 -0.14720
C -1.57142 -0.19628 0.44041
C -0.04946 1.18327 1.62393
C 1.91350 0.58674 0.22234
H -1.82040 -1.04126 -2.14499
H -1.10717 -2.69208 -1.61605
H -0.43389 -1.62345 -3.29608
H 0.31129 0.12669 -1.88754
H -2.44745 -0.56923 0.07200
H -1.68671 0.12876 2.66813
H 1.61913 1.68071 2.57175
H 2.39648 -0.74058 0.04196
H 2.01041 1.51796 -0.73219
H 2.50826 1.03714 1.23615
N 0.13133 -0.82872 -1.34847
N -1.44824 0.88511 1.47739
N 0.48721 1.91477 2.47179
N 0.43634 0.57698 0.48044
*
```

Computed properties:
LUMO energy = 0.4 eV
orbital gap = 7.8 eV

d.
Formula: C5H10N4
Source: the OMol25 dataset
Level of theory: the ωB97M-V functional and the def2-TZVPD basis

ORCA input file:
```
! RIJCOSX wB97M-V def2-TZVPD def2/J DEFGRID3
* xyz 0 1
C 1.60329 -0.79476 0.04274
C 0.27299 0.66441 0.00072
C 1.40559 -2.24000 0.17571
C -1.78018 -0.59198 -0.19842
C -1.79839 1.82658 0.17995
N 2.63246 -0.07974 -0.05437
N 1.07462 1.64307 -0.09145
N 2.39273 1.24377 -0.02665
N -1.04605 0.58734 0.18970
H 0.76832 -2.45932 1.03277
H 0.93664 -2.64567 -0.72178
H 2.37035 -2.72831 0.31285
H -1.12817 -1.45877 -0.16347
H -2.61092 -0.74034 0.49372
H -2.18859 -0.49680 -1.21322
H -2.70997 1.69514 0.76287
H -1.18096 2.60343 0.62820
H -2.06567 2.13449 -0.83781
H 3.05190 1.83747 -0.51206
*
```

Computed properties:
LUMO energy = 0.9 eV
orbital gap = 8.6 eV

Bottom line: d, by a margin of 72.8 kJ/mol.

a.
Formula: C5H10N4
Source: the OMol25 dataset
Level of theory: the ωB97M-V functional and the def2-TZVPD basis

ORCA input file:
```
! RIJCOSX wB97M-V def2-TZVPD def2/J DEFGRID3
* xyz 0 1
H 1.23485 -2.18435 2.59162
N 1.11432 -1.70817 1.72907
C -0.11823 -1.39313 1.42016
C -1.39214 -1.90034 2.01481
N -0.12763 -0.68673 0.17943
C -1.24012 -0.13960 -0.31570
N -1.49911 0.89071 -1.09722
C -0.30099 1.60676 -1.57879
N 0.82355 1.03236 -1.37949
C 1.90681 1.96923 -1.91178
H -1.84875 -2.66493 1.32245
H -1.04266 -2.32167 3.02139
H -2.04946 -0.88728 2.14292
H 0.85860 -0.20214 0.04311
H -2.20878 -0.71273 0.05652
H -0.51848 2.63900 -2.03990
H 1.54188 2.50363 -2.72799
H 2.67291 1.30623 -2.37098
H 2.19345 2.85317 -1.09963
*
```

Computed properties:
LUMO energy = 0.7 eV
structure (SMILES) = [H]/N=C(\C)N/C=N\C=N\C
orbital gap = 9.6 eV

b.
Formula: C5H10N4
Source: the OMol25 dataset
Level of theory: the ωB97M-V functional and the def2-TZVPD basis

ORCA input file:
```
! RIJCOSX wB97M-V def2-TZVPD def2/J DEFGRID3
* xyz 0 1
C -1.94740 0.07096 -0.17304
C -0.70151 -0.23335 0.56909
C 0.22464 0.91959 0.84693
C 0.59730 -0.86977 -0.05193
C 3.20182 -0.48627 -0.49718
H -2.53252 -1.72973 0.33475
H -3.67413 -0.92661 -0.47910
H -1.36410 1.65584 -0.83207
H -0.90586 -0.86794 1.41944
H 0.63882 0.76627 1.87064
H -0.20363 1.86900 0.78523
H 1.17306 -1.47077 0.62021
H 0.60209 -1.42912 -1.00208
H 2.62849 -1.24489 -1.11122
H 4.26373 -0.49417 -0.48994
N -2.92755 -0.81329 0.18169
N -2.13266 1.02464 -0.94862
N 1.22660 0.43931 -0.14832
N 2.56575 0.41578 0.16109
*
```

Computed properties:
LUMO energy = 0.8 eV
orbital gap = 9.8 eV

Bottom line: a, by a margin of 24.6 kJ/mol.